# 1
{"formula": "C4H28N2O10", "method": "ωB97M-V/def2-TZVPD", "homo_energy_ha": -0.3541, "multiplicity": 1, "energy_ha": -1031.086576, "gap_ev": 9.81, "e_lumo_ev": 0.171, "species": ["C", "C", "C", "C", "N", "O", "N", "H", "H", "H", "H", "H", "H", "H", "H", "H", "H", "H", "H", "O", "H", "H", "O", "H", "H", "O", "H", "H", "O", "H", "H", "O", "H", "H", "O", "H", "H", "O", "H", "H", "O", "H", "H", "O"], "xyz": [[1.14, 0.22, 1.06], [1.51, 0.27, -0.45], [2.80, -0.50, -0.90], [3.79, -0.72, 0.20], [4.13, 0.26, 1.08], [4.35, -1.81, 0.28], [-0.30, 0.19, 1.28], [1.63, -0.61, 1.56], [1.50, 1.12, 1.58], [1.36, 1.30, -0.77], [0.64, -0.26, -0.86], [3.18, 0.19, -1.65], [2.52, -1.40, -1.42], [4.72, -0.10, 1.81], [3.53, 1.05, 1.24], [-0.78, 0.92, 0.78], [-0.54, 0.27, 2.27], [-1.96, 1.67, -1.65], [-2.17, 3.11, -1.28], [-2.56, 2.25, -1.15], [-0.03, 0.22, -2.54], [-1.44, -0.42, -2.87], [-0.98, 0.38, -2.57], [-3.22, 1.14, 1.34], [-3.56, 2.54, 1.12], [-2.91, 2.02, 1.60], [1.12, -2.15, 0.46], [2.29, -3.21, 0.29], [1.40, -2.96, 0.03], [-2.20, 1.32, 3.51], [-2.66, -0.15, 3.71], [-1.91, 0.44, 3.60], [-0.37, -3.61, 0.06], [-1.46, -2.54, 0.20], [-1.14, -3.22, -0.40], [-0.73, -2.42, -2.97], [-1.40, -2.57, -1.50], [-1.51, -2.35, -2.43], [0.59, 3.93, -1.84], [-0.50, 3.86, -0.96], [0.38, 4.25, -0.95], [-2.30, -0.87, 0.68], [-2.87, -0.50, -0.75], [-3.06, -0.55, 0.18]]}

---

# 2
{"formula": "C4H28N3O9", "method": "ωB97M-V/def2-TZVPD", "homo_energy_ha": -0.4560, "multiplicity": 1, "energy_ha": -1010.437595, "total_charge": 1, "gap_ev": 9.90, "e_lumo_ev": -2.514, "species": ["N", "C", "C", "N", "C", "C", "N", "O", "H", "H", "H", "H", "H", "H", "H", "H", "H", "H", "H", "H", "H", "H", "O", "H", "H", "O", "H", "H", "O", "H", "H", "O", "H", "H", "O", "H", "H", "O", "H", "H", "O", "H", "H", "O"], "xyz": [[-2.18, -0.57, 0.45], [-2.77, 0.57, -0.32], [-1.71, 1.72, -0.30], [-0.35, 1.23, -0.11], [0.39, 1.64, 1.11], [0.83, 0.37, 1.81], [2.16, 0.24, 2.01], [0.08, -0.51, 2.24], [-2.32, -0.39, 1.44], [-2.64, -1.42, 0.16], [-1.16, -0.48, 0.37], [-2.96, 0.19, -1.32], [-3.66, 0.86, 0.21], [-1.81, 2.27, -1.23], [-2.01, 2.29, 0.57], [0.25, 1.28, -0.91], [1.28, 2.15, 0.74], [-0.20, 2.27, 1.77], [2.65, -0.54, 2.41], [2.77, 0.94, 1.63], [-1.39, -2.71, -2.24], [-0.71, -2.70, -0.87], [-1.57, -2.65, -1.30], [1.86, -1.59, -0.35], [1.12, -2.42, 0.75], [1.02, -2.03, -0.12], [2.08, 0.30, -4.49], [0.91, -0.43, -3.99], [1.72, -0.02, -3.66], [2.57, -1.74, -2.26], [4.00, -1.20, -2.09], [3.18, -1.34, -1.62], [-0.10, 1.78, -2.69], [-0.03, 3.14, -3.43], [-0.58, 2.38, -3.25], [3.24, 1.34, -1.17], [4.52, 1.44, -0.39], [3.61, 1.77, -0.38], [-1.82, -2.53, 2.67], [-3.42, -3.07, 2.38], [-2.58, -2.70, 2.12], [-1.31, 0.91, 3.56], [-2.69, 1.61, 3.19], [-2.09, 0.88, 2.98]]}

---

# 3
{"formula": "C4H28NO14", "method": "ωB97M-V/def2-TZVPD", "homo_energy_ha": -0.2185, "multiplicity": 1, "energy_ha": -1277.429195, "total_charge": -1, "gap_ev": 8.58, "e_lumo_ev": 2.637, "species": ["C", "N", "C", "C", "C", "O", "O", "O", "H", "H", "H", "H", "H", "H", "H", "H", "O", "H", "H", "O", "H", "H", "O", "H", "H", "O", "H", "H", "O", "H", "H", "O", "H", "H", "O", "H", "H", "O", "H", "H", "O", "H", "H", "O", "H", "H", "O"], "xyz": [[1.15, -1.78, -2.67], [0.37, -0.69, -2.65], [-1.06, -0.86, -2.99], [0.76, 0.51, -1.89], [0.92, 0.18, -0.36], [1.51, -0.87, -0.05], [0.46, 1.07, 0.41], [0.83, -2.81, -3.27], [2.12, -1.81, -2.17], [-1.41, -1.72, -2.44], [-1.54, 0.07, -2.75], [-1.15, -0.98, -4.07], [1.77, 0.69, -2.24], [0.10, 1.35, -1.98], [0.52, -1.31, 1.30], [0.24, -0.97, 2.84], [-0.14, -1.28, 2.01], [-2.42, -1.34, 0.64], [-1.62, -0.13, 0.57], [-2.56, -0.37, 0.63], [3.70, 0.64, -1.04], [3.06, 1.46, 0.05], [3.87, 0.98, -0.15], [0.40, 2.85, -0.38], [-0.85, 3.50, -0.14], [-0.16, 3.53, -0.80], [-2.06, 1.11, 3.24], [-2.25, 0.78, 1.84], [-2.08, 1.57, 2.38], [-3.28, 2.80, 0.29], [-2.33, 1.94, 1.01], [-2.49, 2.26, 0.11], [1.85, -0.02, 3.98], [0.76, 0.98, 3.97], [0.95, 0.08, 4.33], [-1.21, -3.26, 0.97], [-0.95, -3.04, -0.58], [-1.49, -2.79, 0.18], [-3.01, 0.63, -0.83], [-3.92, -0.04, -1.74], [-3.27, 0.67, -1.77], [2.31, -2.85, 0.47], [3.48, -1.98, 0.80], [3.27, -2.90, 0.57], [0.54, 2.06, 1.83], [-0.45, 2.52, 2.97], [0.48, 2.40, 2.74]]}

---

# 4
{"formula": "C4H28NO9", "method": "ωB97M-V/def2-TZVPD", "homo_energy_ha": [-0.1638, -0.3294], "multiplicity": 2, "energy_ha": -901.014544, "gap_ev": [4.66, 9.15], "e_lumo_ev": [0.206, 0.184], "s_squared": 0.754, "species": ["C", "C", "C", "C", "N", "H", "H", "H", "H", "H", "H", "H", "H", "H", "H", "H", "H", "O", "H", "H", "O", "H", "H", "O", "H", "H", "O", "H", "H", "O", "H", "H", "O", "H", "H", "O", "H", "H", "O", "H", "H", "O"], "xyz": [[0.49, -3.98, 1.05], [-0.12, -2.63, 0.73], [0.78, -1.46, 1.20], [-0.54, 0.51, 1.57], [0.06, -0.57, 2.09], [-0.15, -4.77, 0.58], [0.54, -4.17, 2.16], [1.45, -4.09, 0.55], [-1.16, -2.58, 1.14], [-0.31, -2.65, -0.35], [1.30, -0.98, 0.32], [1.73, -1.89, 1.58], [-0.68, 0.69, 0.53], [-0.89, 1.27, 2.30], [0.26, -0.74, 3.10], [2.80, -0.41, 3.65], [2.24, -1.63, 4.35], [1.94, -0.76, 4.08], [-2.45, 1.72, -3.70], [-1.66, 0.47, -3.13], [-2.20, 1.26, -2.87], [0.32, -0.91, -2.91], [-0.91, -1.45, -3.87], [-0.67, -0.92, -3.10], [-3.96, 1.65, 1.55], [-3.49, 1.22, 0.01], [-3.22, 1.43, 0.93], [2.71, 0.98, 1.64], [3.37, 1.57, 2.95], [3.32, 0.81, 2.37], [2.51, 2.71, -2.26], [1.59, 2.06, -1.14], [2.40, 1.98, -1.66], [2.51, -0.98, -2.99], [2.41, 0.37, -2.36], [1.88, -0.48, -2.45], [-3.41, 0.94, -1.89], [-4.47, -0.23, -1.63], [-4.14, 0.61, -1.30], [-0.72, 2.54, -1.39], [-0.18, 3.90, -1.09], [0.10, 2.98, -1.14]]}

---

# 5
{"formula": "C4H29NO11", "method": "ωB97M-V/def2-TZVPD", "homo_energy_ha": -0.3549, "multiplicity": 1, "energy_ha": -1052.177926, "gap_ev": 9.88, "smiles": "CCC(=O)NC.O.O.O.O.O.O.O.O.O.O", "e_lumo_ev": 0.218, "species": ["C", "C", "C", "N", "C", "O", "H", "H", "H", "H", "H", "H", "H", "H", "H", "H", "H", "O", "H", "H", "O", "H", "H", "O", "H", "H", "O", "H", "H", "O", "H", "H", "O", "H", "H", "O", "H", "H", "O", "H", "H", "O", "H", "H", "O"], "xyz": [[1.84, -1.41, -0.13], [3.31, -1.62, -0.35], [1.08, -0.25, -0.87], [-0.11, -0.50, -1.56], [-0.92, 0.64, -2.10], [1.53, 0.90, -0.95], [1.79, -1.02, 1.00], [1.27, -2.38, -0.23], [3.91, -2.14, 0.51], [3.55, -2.15, -1.23], [4.00, -0.69, -0.25], [-0.57, -1.41, -1.40], [-1.42, 0.35, -3.07], [-0.19, 1.45, -2.47], [-1.78, 1.07, -1.58], [1.44, 1.34, 2.22], [0.37, 2.24, 1.94], [0.66, 1.61, 2.56], [1.14, -3.65, -1.79], [1.23, -3.18, -3.22], [1.72, -3.10, -2.42], [0.67, 2.30, -1.41], [1.21, 3.68, -1.83], [0.47, 3.26, -1.52], [-3.09, 0.18, 0.15], [-4.01, -0.39, -0.83], [-3.11, -0.46, -0.61], [2.75, 3.55, 0.85], [3.15, 2.42, -0.24], [3.04, 2.58, 0.74], [-0.53, 0.49, 2.74], [-0.95, -0.40, 3.95], [-1.30, -0.03, 3.14], [-0.12, -4.30, 0.31], [-1.28, -3.46, -0.14], [-0.54, -4.09, -0.48], [-2.77, 0.88, 2.23], [-2.32, 1.91, 1.12], [-2.95, 1.17, 1.33], [-2.14, -2.34, 1.70], [-2.54, -1.82, 0.33], [-2.39, -2.65, 0.85], [-0.73, 3.46, 0.33], [-1.29, 3.91, 1.64], [-1.12, 3.23, 1.14]]}

---

# 6
{"formula": "C4H2AlO2", "method": "ωB97M-V/def2-TZVPD", "homo_energy_ha": [-0.7083, -0.7055], "multiplicity": 2, "energy_ha": -545.620440, "total_charge": 2, "gap_ev": [7.80, 4.89], "e_lumo_ev": [-11.473, -14.310], "s_squared": 0.752, "species": ["O", "C", "H", "C", "C", "C", "O", "Al", "H"], "xyz": [[-1.97, 0.77, -0.64], [-0.82, 1.05, -0.48], [-0.44, 2.09, -0.46], [0.31, -1.00, 2.05], [0.38, -0.42, 0.98], [0.35, -0.02, -0.39], [0.69, -0.73, -1.32], [1.39, -0.36, -2.80], [0.11, -1.37, 3.05]]}

---

# 7
{"formula": "C4H2Br2NO2P", "method": "ωB97M-V/def2-TZVPD", "homo_energy_ha": -0.3543, "multiplicity": 1, "energy_ha": -5848.289665, "gap_ev": 8.38, "smiles": "O=C1C=CC(=O)N1P(Br)Br", "e_lumo_ev": -1.266, "species": ["C", "C", "C", "C", "N", "O", "O", "P", "Br", "Br", "H", "H"], "xyz": [[-0.74, 0.29, -0.19], [0.22, 0.05, 0.71], [-1.59, 1.38, 0.21], [0.11, 1.00, 1.85], [-1.05, 1.71, 1.63], [-2.57, 1.89, -0.20], [0.76, 1.09, 2.85], [-1.87, 2.68, 2.77], [-3.87, 1.88, 2.59], [-2.01, 4.42, 1.39], [-0.79, -0.35, -1.02], [0.91, -0.70, 0.71]]}

---

# 8
{"formula": "C4H2BrP", "method": "ωB97M-V/def2-TZVPD", "homo_energy_ha": -0.3596, "multiplicity": 1, "energy_ha": -3068.758048, "gap_ev": 8.17, "e_lumo_ev": -1.619, "species": ["C", "C", "C", "C", "P", "Br", "H", "H"], "xyz": [[-0.01, -1.06, -1.11], [-0.68, 1.26, 1.68], [-0.74, -1.25, -2.08], [0.04, 0.35, 1.48], [1.40, -0.69, 0.97], [2.79, 0.93, 0.46], [-1.18, -1.16, -3.06], [-1.62, 1.62, 1.65]]}

---

# 9
{"formula": "C4H2CdO2", "method": "ωB97M-V/def2-TZVPD", "homo_energy_ha": [-0.5061, -0.4876], "multiplicity": 2, "energy_ha": -471.215339, "total_charge": 1, "gap_ev": [7.15, 6.50], "e_lumo_ev": [-6.618, -6.768], "s_squared": 0.758, "species": ["H", "C", "C", "C", "C", "H", "O", "O", "Cd"], "xyz": [[0.59, -2.73, -1.00], [0.10, -1.80, -0.73], [-0.63, -0.87, -0.41], [-2.15, 1.17, 0.07], [-1.43, 0.23, -0.17], [-2.78, 2.01, 0.31], [2.80, 0.83, 1.18], [1.63, 1.40, 0.92], [1.86, -0.24, -0.17]]}

---

# 10
{"formula": "C4H2CdO2", "method": "ωB97M-V/def2-TZVPD", "homo_energy_ha": [-0.7091, -0.7091], "multiplicity": 1, "energy_ha": -470.898636, "total_charge": 2, "gap_ev": [6.79, 6.79], "e_lumo_ev": [-12.503, -12.503], "species": ["O", "C", "H", "C", "C", "H", "C", "O", "Cd"], "xyz": [[-2.28, 1.25, 0.28], [-2.20, 0.07, 0.27], [-2.68, -0.60, 1.01], [-1.13, -0.68, -0.57], [0.08, -0.32, -0.62], [-1.03, -1.83, -0.50], [4.31, 0.11, 0.52], [3.36, 0.63, 0.19], [1.57, 1.38, -0.58]]}

---

# 11
{"formula": "C4H2Cl2", "method": "ωB97M-V/def2-TZVPD", "homo_energy_ha": [-0.3007, -0.3309], "multiplicity": 1, "energy_ha": -1073.728618, "gap_ev": [6.77, 8.26], "e_lumo_ev": [-1.410, -0.746], "species": ["C", "C", "C", "C", "Cl", "Cl", "H", "H"], "xyz": [[0.07, 1.00, 0.78], [-0.18, 0.13, -0.02], [-0.32, -0.95, -0.87], [-1.99, -2.14, -0.25], [-2.58, -3.14, -1.51], [-3.00, -1.44, 0.82], [0.17, 1.71, 1.62], [0.39, -1.65, -0.76]]}

---

# 12
{"formula": "C4H2Cl2O5", "method": "ωB97M-V/def2-TZVPD", "homo_energy_ha": -0.1264, "multiplicity": 1, "energy_ha": -1450.317002, "total_charge": -2, "gap_ev": 8.28, "e_lumo_ev": 4.842, "species": ["C", "C", "C", "C", "O", "O", "O", "O", "O", "Cl", "Cl", "H", "H"], "xyz": [[-2.95, -2.23, 0.74], [6.17, 0.37, -0.81], [-2.97, -1.22, -0.08], [-2.33, 1.37, 0.22], [-2.71, -3.11, 1.45], [5.67, -0.67, -0.98], [-2.35, 1.23, 1.41], [6.45, 1.37, -1.35], [-1.79, 1.63, -0.76], [-4.34, 2.13, -0.23], [6.98, 0.44, 1.16], [-2.31, -1.09, -0.85], [-3.53, -0.23, 0.07]]}